Entry 1:
Computed, not measured: C17H24NOPReSSe3Te as an isolated structure, with ωB97M-V with the def2-TZVPD basis set.

Last column: Mulliken charge in e.
Atoms and positions in Å:
Re1 -0.491 -0.287 -1.030  0.33
Se1 -2.357 -1.664 -1.069  0.03
Se2 -4.250 -0.759 -2.209  -0.28
Te1 -3.067 0.464 -4.030  -0.06
Se3 -1.173 1.464 -2.695  -0.34
O1 1.040 0.984 -0.469  -0.51
N1 1.988 0.501 0.375  0.57
C1 3.090 1.276 0.493  -0.34
C2 4.089 0.932 1.356  -0.81
C3 3.937 -0.238 2.114  -0.18
C4 2.816 -1.007 1.963  -0.92
C5 1.800 -0.645 1.057  0.76
S1 0.395 -1.593 0.779  -0.35
H1 3.079 2.148 -0.143  0.50
H2 4.964 1.559 1.433  0.43
H3 4.708 -0.539 2.811  0.40
H4 2.676 -1.921 2.523  0.44
C6 1.755 -1.415 -4.724  -1.70
C7 0.576 -1.555 -3.762  1.52
C8 0.089 -3.000 -3.743  -1.42
C9 0.974 -1.073 -2.359  -1.18
H5 1.494 -1.752 -5.729  0.44
H6 2.605 -2.013 -4.381  0.33
H7 2.081 -0.375 -4.790  0.37
H8 -0.235 -0.930 -4.139  -0.31
H9 0.908 -3.678 -3.484  0.35
H10 -0.294 -3.303 -4.720  0.40
H11 -0.709 -3.149 -3.015  0.22
H12 1.709 -0.266 -2.448  0.48
H13 1.478 -1.892 -1.827  0.48
C10 -3.364 1.764 0.290  -1.20
P1 -1.616 1.375 0.585  1.19
C11 -0.848 3.019 0.619  -1.33
C12 -1.590 0.812 2.313  0.38
C13 -2.366 -0.295 2.660  -0.52
C14 -2.308 -0.824 3.938  -0.66
C15 -1.463 -0.261 4.885  -0.51
C16 -0.681 0.831 4.548  -0.71
C17 -0.744 1.366 3.269  -0.24
H14 -3.966 0.858 0.308  0.34
H15 -3.448 2.200 -0.705  0.35
H16 -3.722 2.462 1.048  0.44
H17 -1.380 3.677 1.306  0.47
H18 -0.906 3.422 -0.393  0.37
H19 0.202 2.956 0.897  0.26
H20 -3.003 -0.763 1.918  0.19
H21 -2.915 -1.683 4.191  0.40
H22 -1.412 -0.678 5.883  0.39
H23 -0.018 1.272 5.282  0.40
H24 -0.125 2.220 3.022  0.33

Output
⟨S²⟩ = 0.779
Multiplicity = 2
Net charge = 0
Strongest force on any atom = 0.707 eV Å⁻¹
E_HOMO (spin up / spin down) = -6.89 / -6.96 eV
Relative energy (zero: lowest compared OMol25 entry of this formula, charge and spin) = 0.0 kJ/mol

Entry 2:
Computed, not measured: a 2-piece molecular cluster, C2H3N2O2 overall at a distorted geometry, with ωB97M-V with the def2-TZVPD basis set.

Last column: Mulliken charge in e.
Atoms and positions in Å:
C1 -1.065 -0.624 -2.315  0.73
C2 0.778 0.201 1.632  -1.24
N1 -0.189 0.825 -0.614  -0.61
N2 -0.229 -0.031 0.230  0.05
O1 -0.071 -0.646 -2.897  -0.44
O2 -2.144 -0.757 -1.966  -0.43
H1 1.480 0.994 1.470  0.37
H2 1.327 -0.552 2.037  0.37
H3 0.112 0.591 2.425  0.22

Output
Net charge = -1
Strongest force on any atom = 3.810 eV Å⁻¹
E_HOMO = -1.08 eV
Relative energy (zero: lowest compared OMol25 entry of this formula, charge and spin) = 113.3 kJ/mol

Entry 3:
Computed, not measured: a 2-piece molecular cluster, C2H7S3 overall, with ωB97M-V with the def2-TZVPD basis set.

Last column: Mulliken charge in e.
Atoms and positions in Å:
C1 -1.689 1.041 0.186  -0.69
S1 -1.112 2.059 1.566  -0.24
H1 -2.655 1.440 -0.140  0.30
H2 -1.831 0.027 0.544  0.27
H3 -1.008 1.047 -0.664  0.18
C2 1.460 -1.204 -1.142  -0.80
S2 1.965 -0.261 0.316  -0.17
S3 0.854 -1.130 1.838  -0.68
H4 0.771 -0.667 -1.799  0.21
H5 2.315 -1.495 -1.756  0.29
H6 0.980 -2.115 -0.786  0.26
H7 -0.050 1.258 1.837  0.07

Output
Net charge = -1
Strongest force on any atom = 0.448 eV Å⁻¹
E_HOMO = -2.39 eV
Relative energy (zero: lowest compared OMol25 entry of this formula, charge and spin) = 22.6 kJ/mol

Entry 4:
Computed, not measured: one molecule with the formula C6H10O, with ωB97M-V with the def2-TZVPD basis set.

Last column: Mulliken charge in e.
Atoms and positions in Å:
C1 -2.239 -0.248 0.336  -1.54
C2 -0.968 0.091 -0.426  0.58
C3 0.131 -1.009 -0.449  -0.92
C4 1.121 0.022 0.082  0.82
C5 2.531 0.216 -0.240  -0.46
O1 2.118 -0.263 1.037  -0.53
C6 0.021 1.058 0.286  -0.94
H1 -2.001 -0.548 1.364  0.35
H2 -2.917 0.612 0.388  0.37
H3 -2.778 -1.077 -0.137  0.36
H4 -1.215 0.436 -1.436  0.34
H5 -0.056 -1.812 0.273  0.27
H6 0.365 -1.453 -1.423  0.29
H7 3.054 -0.510 -0.864  0.23
H8 2.953 1.222 -0.245  0.23
H9 0.180 2.036 -0.179  0.29
H10 -0.217 1.201 1.347  0.26

Output
SMILES string = C[C@H]1C[C@]2(CO2)C1
Net charge = 0
Strongest force on any atom = 0.316 eV Å⁻¹
E_HOMO = -10.02 eV
Relative energy (zero: lowest compared OMol25 entry of this formula, charge and spin) = 132.5 kJ/mol